C37H26F10N9O3SV | wB97M-V/def2-TZVPD

**Energy**: -122041.60566 eV
**ΔE to the lowest compared entry with this formula, charge and spin**: 123.2 kJ/mol
**2S+1**: 4
**Charge**: -1
**Frontier orbital gap (spin up / spin down)**: 5.91 / 6.68 eV
**Molar mass**: 917.666 g/mol

```
87
Properties=species:S:1:pos:R:3:forces:R:3
V -0.437669 1.107918 1.242116 2.13 -0.35 2.97
C -1.231769 3.975318 1.014016 0.17 0.35 -0.08
N -1.757369 2.678718 1.418716 -0.76 0.91 -0.10
C -2.078469 2.685018 2.846216 0.18 0.05 0.81
C -0.794569 2.829818 3.642116 0.11 0.52 0.24
N 0.211231 1.955418 3.077716 -0.90 -0.20 -0.85
C 1.066631 1.383018 3.935316 1.30 -0.40 1.45
C 2.463231 1.442618 3.688016 -0.61 0.34 -0.30
F 2.865431 2.190118 2.631316 0.21 -0.26 0.57
C 3.412331 0.881418 4.513116 0.18 -0.13 0.32
F 4.721631 1.007118 4.225216 -0.25 -0.08 0.04
C 3.028331 0.257718 5.700216 -0.14 0.15 -0.07
F 3.949631 -0.269782 6.532216 -0.23 0.14 -0.23
C 1.676431 0.235718 6.032316 0.39 -0.11 0.19
F 1.288231 -0.307082 7.201816 0.10 0.02 -0.31
C 0.734731 0.763918 5.173616 -0.27 0.18 -0.67
F -0.573869 0.644618 5.520016 0.42 -0.02 -0.05
C -2.941369 2.341318 0.635516 -0.49 -0.37 -0.27
C -3.372769 0.921118 0.993216 -0.38 0.12 0.02
N -2.183369 0.127018 1.215716 -0.80 -0.09 -0.07
C -2.342769 -1.151182 1.543316 -0.37 -1.22 0.23
C -1.222169 -2.016382 1.423716 -0.33 0.33 -0.05
F -0.113269 -1.458082 0.853616 -0.23 -0.37 0.30
C -1.209369 -3.340782 1.786216 -0.15 -0.25 0.09
F -0.078469 -4.062682 1.679716 -0.24 0.14 0.11
C -2.379169 -3.942682 2.246216 -0.06 0.19 -0.09
F -2.398569 -5.242782 2.601016 0.04 0.19 -0.04
C -3.533569 -3.166682 2.315616 0.26 -0.30 0.00
F -4.680469 -3.731682 2.727616 0.25 0.10 -0.05
C -3.521569 -1.824582 1.986016 0.25 0.17 -0.14
F -4.705069 -1.168682 2.105416 0.23 -0.16 0.03
H -1.864669 4.796318 1.375916 0.00 -0.04 -0.03
H -0.227569 4.093618 1.419516 0.01 0.11 -0.01
H -1.183569 4.029818 -0.073784 -0.02 -0.02 0.06
H -2.798369 3.482718 3.089416 0.03 -0.06 -0.10
H -2.504369 1.718118 3.116716 -0.08 0.10 -0.12
H -0.417569 3.864118 3.579316 -0.21 0.06 0.10
H -1.010169 2.653018 4.702516 -0.02 -0.02 -0.18
H -3.760169 3.052218 0.831216 0.12 -0.05 -0.10
H -2.676469 2.390518 -0.424884 -0.02 0.11 0.13
H -4.021869 0.952418 1.878716 0.03 0.03 -0.22
H -3.966269 0.499918 0.169416 -0.10 0.18 0.10
C 3.843731 0.385918 -0.611884 0.00 0.05 -0.01
C 2.808231 0.919518 0.138316 0.30 0.03 -0.13
N 2.091831 0.214618 1.005516 -0.32 0.10 -0.03
C 2.449331 -1.046382 1.198816 0.35 -0.46 -0.05
C 3.441331 -1.695382 0.464016 0.14 0.63 0.11
C 4.150731 -0.954182 -0.474384 -0.19 0.05 0.39
C 3.711431 -3.117582 0.716216 -0.03 -0.41 -0.03
C 2.975431 -4.116682 0.225616 0.44 0.13 0.36
C 1.872531 -3.914882 -0.702984 -0.68 -0.22 -0.43
C 0.888531 -4.890282 -0.900084 0.20 0.41 -0.05
C -0.168769 -4.540882 -1.722184 0.10 -0.14 0.11
N -0.228469 -3.371382 -2.341784 -0.43 0.00 -0.33
C 0.796931 -2.559982 -2.164484 -0.10 0.16 -0.06
N 1.827531 -2.757982 -1.370784 0.26 -0.21 0.04
H 4.390531 1.014618 -1.298484 0.01 0.05 -0.06
H 2.577631 1.971718 0.075016 -0.03 0.05 -0.09
H 1.920631 -1.596382 1.966416 -0.07 -0.02 -0.04
H 4.913031 -1.422582 -1.079484 0.06 -0.03 -0.04
H 4.550531 -3.324582 1.368816 0.00 -0.20 0.11
H 3.164831 -5.136982 0.530616 0.13 -0.06 0.02
H 0.925331 -5.845282 -0.400284 0.01 -0.06 0.08
H -1.002069 -5.208282 -1.897984 -0.04 -0.13 0.06
H 0.780131 -1.630382 -2.715984 0.03 0.08 -0.07
O -2.969169 -1.129082 -6.625384 0.11 0.10 -0.06
S -2.492669 -0.208682 -7.639284 0.06 0.22 -0.04
O -1.971169 -0.835182 -8.838784 0.01 0.14 0.16
O -3.339469 0.959818 -7.857084 -0.01 -0.24 -0.07
C -1.071769 0.670018 -6.866784 -0.97 -0.46 -0.62
N -0.251769 1.341118 -7.656784 0.50 0.40 -0.43
C 0.640231 2.114718 -7.058484 -0.03 -0.23 -0.07
C 0.759731 2.197018 -5.680084 -0.27 -0.23 0.53
C -0.150969 1.440718 -4.933084 0.11 0.18 -1.64
N -1.077169 0.704018 -5.559784 0.46 0.09 1.28
C -0.188769 1.375518 -3.480284 -0.23 -0.17 1.42
C 0.460531 2.268818 -2.616184 -0.20 -0.24 -0.47
C 0.307731 2.122818 -1.257684 0.11 0.09 0.04
N -0.400669 1.140518 -0.669484 0.20 0.18 -3.22
C -1.009969 0.275318 -1.503684 -0.14 -0.14 0.04
C -0.952969 0.366718 -2.871884 0.32 0.45 -0.44
H 1.297131 2.675218 -7.713984 0.08 0.05 0.03
H 1.532731 2.794018 -5.220584 0.03 0.09 0.03
H 1.058231 3.082918 -2.999284 0.01 0.07 0.01
H 0.779431 2.829118 -0.580484 -0.04 -0.04 -0.07
H -1.579669 -0.518682 -1.043984 0.01 0.04 0.09
H -1.491569 -0.320782 -3.506584 -0.04 -0.14 0.01
```
Forces are in eV/Å.


C9H16NO7P2S | wB97M-V/def2-TZVPD

**Energy**: -54824.50940 eV
**Charge**: +1
**Frontier orbital gap**: 6.94 eV
**Molar mass**: 344.242 g/mol

```
36
Properties=species:S:1:pos:R:3:forces:R:3
O 6.590315 0.555042 -0.535957 -0.15 -0.03 -0.20
P 6.075754 1.877060 -0.181823 0.32 -1.42 0.11
O 6.379417 3.019865 -1.204855 -0.05 0.29 0.19
O 6.501168 2.370100 1.251560 -0.50 0.35 -0.10
C 4.252303 1.763384 -0.149993 0.43 0.77 0.14
C 3.485162 2.050398 0.959327 0.03 -0.12 -0.24
C 2.108931 1.901405 0.886939 0.09 0.04 -0.15
C 1.526410 1.458022 -0.291419 -0.31 -0.50 -0.04
P -0.323741 1.242995 -0.426458 -1.08 0.43 -0.17
O -0.405302 0.010226 -1.498191 0.56 0.23 0.55
O -0.602791 0.516131 1.028611 0.98 0.31 -0.75
C 2.338699 1.198770 -1.380319 -0.25 0.01 0.01
N 3.661482 1.358646 -1.289328 -0.12 0.02 0.28
H 7.239505 2.835062 -1.616441 0.05 0.26 -0.21
H 6.471307 1.606430 1.845872 0.37 0.04 0.27
H 3.963648 2.375632 1.864475 0.12 0.16 0.15
H 1.483620 2.135151 1.735222 -0.04 0.01 0.19
H 0.027012 -0.773169 -1.125317 -0.18 -0.35 -0.37
H 0.178775 -0.025731 1.209674 -0.33 -0.39 0.63
H 1.921443 0.868845 -2.319023 0.14 -0.10 -0.18
H 4.261739 1.141249 -2.078987 -0.06 -0.06 -0.11
C -4.221298 -0.859300 -0.411900 0.01 -0.08 -0.01
C -5.492087 -1.707192 -0.561241 0.05 0.01 0.04
C -5.154749 -3.123442 -0.074914 -0.21 0.13 -0.23
S -3.847634 -2.934088 1.144396 -0.18 0.13 0.01
O -2.643007 -3.544774 0.634629 0.08 -0.02 0.07
O -4.350724 -3.253780 2.452514 0.17 -0.13 0.04
C -3.679357 -1.161605 0.982728 -0.11 0.28 -0.20
H -4.424275 0.203601 -0.537549 -0.01 0.00 -0.01
H -3.488021 -1.156070 -1.166035 0.01 0.03 0.00
H -6.287512 -1.283526 0.054081 0.01 0.00 0.02
H -5.848147 -1.723067 -1.589724 -0.01 -0.01 0.00
H -6.000985 -3.615398 0.396589 0.07 -0.08 0.07
H -4.766408 -3.745287 -0.878917 0.09 -0.03 0.06
H -2.638131 -0.885791 1.118209 0.03 -0.10 0.09
H -4.292518 -0.695792 1.753564 0.00 -0.06 0.05
```
Forces are in eV/Å.


Q: Number 1 is which compound?
A: C37H26F10N9O3SV


Q: Among the records above, which one has the highest charge?
A: C9H16NO7P2S


Q: Which of these has the lowest charge?
A: C37H26F10N9O3SV


Q: Which value of molar mass does entry 1 give?
A: 917.666 g/mol